Density functional theory data (the ωB97M-V functional and the def2-TZVPD basis) for a cluster of 2 separate species, H5O2 in total in a non-equilibrium geometry.

Last columns: bonded neighbours and bond lengths (Å).
Cartesian coordinates (Å):
1 O 0.98081 0.15162 -0.77154  H5 1.131, H6 0.991, H7 0.997
2 O -1.02113 -0.11025 0.76678  H3 1.035, H4 1.027
3 H -2.03409 -0.31354 0.70785  O2 1.035
4 H -0.77221 0.56225 1.50185  O2 1.027
5 H 0.14506 -0.10605 -0.05458  O1 1.131
6 H 1.81028 -0.14734 -0.31872  O1 0.991
7 H 0.85477 -0.43834 -1.56593  O1 0.997

Calculated total energy (Ha): -152.47640
Kohn-Sham gap (spin up / spin down) (eV): 15.6 / 7.4
HOMO energy (spin up / spin down) (eV): -27.1 / -27.0
Net charge: +2
Relative energy (zero: lowest compared OMol25 entry of this formula, charge and spin) (kcal per mole): 9.7
2S+1: 2